A cluster of 2 separate species, C2H8OS2 in total, computed with wB97M-V/def2-TZVPD.

Geometry as XYZ:
```
13
Properties=species:S:1:pos:R:3:forces:R:3:lowdin_charge:R:1
C 1.858607 -1.223643 0.278596 -0.27 0.12 0.21 -0.09
C 0.443941 -0.955095 0.744859 -0.11 0.03 0.01 -0.31
O 0.009470 0.290065 0.187959 0.11 -0.06 0.08 -0.14
H 2.512012 -0.429413 0.629086 0.11 0.07 -0.04 0.07
H 2.203322 -2.164188 0.699045 0.10 -0.16 -0.07 0.07
H 1.897643 -1.265041 -0.807689 0.05 -0.04 -0.04 0.08
H 0.396700 -0.918586 1.841522 0.05 0.01 -0.17 0.11
H -0.227378 -1.753439 0.409369 0.02 0.00 0.04 0.11
H -0.611573 0.711951 0.787349 -0.04 0.04 0.00 0.07
S -2.095542 1.381872 -2.188412 0.07 0.18 0.10 0.25
S -2.045042 2.994487 -0.889136 -0.08 -0.14 -0.11 0.23
H -1.197353 0.645562 -1.508105 -0.01 -0.07 -0.05 -0.24
H -3.144810 2.685467 -0.184443 0.00 0.03 0.03 -0.21
```
Forces are in eV/Å.

Calculated values
ΔE to the lowest compared entry with this formula, charge and spin = 12.8 kcal/mol
total charge = 0
calculated total energy = -25921.38161 eV
largest force on an atom = 0.4 eV Å⁻¹
SMILES = CCO.SS
E_HOMO = -9.33 eV

---

A cluster of 2 separate species, C4H10O in total, computed with wB97M-V/def2-TZVPD.

Geometry as XYZ:
```
15
Properties=species:S:1:pos:R:3:forces:R:3:lowdin_charge:R:1
C 1.817006 0.999993 -0.004595 -0.18 0.12 -0.23 -0.01
C 0.890383 0.051069 -0.185924 0.15 0.21 -0.03 -0.29
O -0.212163 0.344917 -0.903807 -0.05 0.23 -0.02 -0.11
C -1.365318 -0.437779 -0.674150 -0.26 -0.12 0.05 -0.27
C -2.143686 0.196647 0.456856 -0.11 0.01 0.08 -0.07
H 1.505919 2.027667 -0.120760 0.02 0.08 -0.55 0.06
H 2.878263 0.830262 0.090104 -0.28 -0.06 0.65 0.01
H 0.908435 -0.972840 0.197783 0.26 0.20 -0.47 0.07
H -1.092651 -1.483271 -0.456092 0.01 0.22 -0.02 0.12
H -1.914350 -0.423408 -1.620680 -0.04 -0.01 0.20 0.12
H -3.107773 -0.292771 0.614048 0.07 0.04 0.03 0.08
H -2.305243 1.250746 0.209596 -0.09 -0.16 0.11 0.08
H -1.557241 0.150747 1.382439 -0.17 -0.01 -0.12 0.08
H 2.920606 -0.866599 0.766818 0.28 -0.45 0.17 0.06
H 2.777811 -1.375377 0.248363 0.37 -0.29 0.15 0.07
```
Forces are in eV/Å.

Calculated values
ΔE to the lowest compared entry with this formula, charge and spin = 63.3 kcal/mol
total charge = 0
calculated total energy = -6355.05949 eV
largest force on an atom = 0.7 eV Å⁻¹
SMILES = C=COCC.[H][H]
E_HOMO = -8.66 eV

---

A structure of composition C3H3LiO3 in a non-equilibrium geometry, computed with wB97M-V/def2-TZVPD.

Geometry as XYZ:
```
10
Properties=species:S:1:pos:R:3:forces:R:3:lowdin_charge:R:1
C 1.156843 -0.455012 -0.242822 -0.87 -1.03 0.51 -0.78
C -1.177355 -0.368290 0.144182 -2.37 0.85 -2.75 -0.32
O -0.092453 -0.944244 -0.510040 1.19 -1.00 1.26 0.03
O 1.270962 0.773731 -0.038143 -0.01 0.72 0.00 -0.09
C -1.735370 0.806527 -0.335414 -0.68 2.05 3.21 0.07
H -2.007736 -1.097673 0.241283 1.27 -0.36 0.71 0.12
H -1.353298 0.521120 1.122349 -0.29 -1.19 -1.03 0.20
H -1.097495 1.701602 -0.288509 0.59 -0.54 -1.59 0.01
O 2.073306 -1.301165 -0.155861 0.24 0.68 -0.45 -0.04
Li 2.962598 0.363402 0.062977 0.93 -0.17 0.13 0.80
```
Forces are in eV/Å.

Calculated values
ΔE to the lowest compared entry with this formula, charge and spin = 83.3 kcal/mol
total charge = 0
calculated total energy = -9503.64291 eV
largest force on an atom = 3.9 eV Å⁻¹
E_HOMO = -8.12 eV

---

A cluster of 13 separate species, C3H31NO14 in total in a non-equilibrium geometry, computed with wB97M-V/def2-TZVPD.

Geometry as XYZ:
```
49
Properties=species:S:1:pos:R:3:forces:R:3:lowdin_charge:R:1
C -1.341982 -1.995216 -1.000850 -3.16 1.29 -0.91 -0.26
N -2.444274 -1.096874 -1.338136 2.65 -2.16 0.64 0.02
C -3.477831 -0.719758 -0.427506 -0.93 0.85 0.55 -0.19
C -3.261984 0.724238 0.229975 -0.52 -0.25 1.45 -0.17
O -2.306082 0.688994 1.370272 1.94 -2.03 -2.53 -0.17
O -0.377847 -2.055632 -1.697768 2.00 0.14 -1.37 0.01
H -1.365137 -2.809521 -0.258683 -1.15 0.80 0.74 0.14
H -2.273168 -0.472268 -2.138720 -0.14 -0.73 0.95 0.10
H -4.512562 -0.926516 -0.868534 1.25 0.96 0.36 0.13
H -3.443063 -1.416909 0.392358 0.07 -0.32 0.56 0.10
H -2.958346 1.518749 -0.558593 -0.93 -1.45 1.68 0.10
H -4.094103 0.931697 0.972596 -0.17 0.30 -2.22 0.13
H -1.540565 0.050371 1.108916 -1.22 1.80 0.88 0.09
H 2.212362 1.558828 -2.246587 -0.35 -0.65 -0.30 0.03
H 2.361436 1.859901 -3.713895 -0.38 -1.19 0.33 0.09
O 2.084555 1.104264 -3.135095 1.04 2.06 0.11 -0.09
H -1.410066 0.771313 -2.898651 1.53 -0.53 0.06 0.00
H -2.318638 1.813156 -3.143511 -1.72 2.12 -2.50 0.03
O -2.006631 1.366502 -2.415281 0.19 -0.64 1.66 -0.06
H 1.181819 -0.123570 2.258666 -1.50 -0.99 -1.54 0.01
H 1.017704 0.344572 0.880322 1.38 2.04 -2.67 -0.03
O 0.581127 -0.233618 1.426055 -1.06 -1.98 2.95 -0.08
H 0.642699 -3.019933 3.115636 0.42 0.14 0.38 0.05
H -0.208494 -2.279299 4.138448 1.17 -0.30 0.03 0.08
O 0.713781 -2.610877 4.001668 -1.46 -0.03 -0.46 -0.06
H -1.130597 2.059935 3.053946 1.37 -1.61 1.02 0.10
H -1.656683 0.847478 3.511715 -4.02 -2.77 -0.04 -0.05
O -0.846079 1.220970 3.557679 2.95 4.37 -0.59 -0.04
H 2.486515 -1.346904 -2.354808 0.43 0.19 0.08 0.03
H 3.679957 -0.396462 -2.169863 -0.28 -0.23 -0.31 0.02
O 3.400271 -1.311885 -2.026931 -0.19 0.04 0.32 -0.06
H 1.969775 -1.176994 3.905003 -0.49 1.27 -0.50 0.08
H 1.263893 0.272903 3.846342 0.52 -0.53 0.41 0.06
O 2.044337 -0.244213 3.546667 0.08 -0.15 0.83 -0.06
H -0.137784 -0.967856 -3.086915 -0.16 0.25 0.07 0.03
H 0.545981 0.301707 -3.534395 4.35 2.38 0.16 -0.06
O -0.247513 -0.109889 -3.542606 -4.37 -2.79 -0.52 -0.01
H 2.085505 -3.183437 -0.007178 0.02 -0.45 0.16 0.04
H 1.202358 -2.268711 0.695631 -0.82 1.81 0.29 -0.03
O 1.504032 -3.154007 0.765443 0.68 -1.13 -0.26 -0.04
H -1.401995 2.832239 -1.344449 0.05 -0.41 -0.38 0.00
H -1.100543 2.651943 0.126043 0.01 -0.06 0.06 0.02
O -0.798184 3.122535 -0.659031 0.42 0.40 0.63 -0.05
H 2.574015 1.997333 0.203749 -1.11 0.93 -2.47 0.08
H 1.393450 2.686424 -0.681138 -3.45 1.09 0.50 -0.04
O 2.260586 2.412971 -0.703780 4.19 -1.71 1.42 -0.07
H 3.411133 0.014318 0.241181 0.76 -1.43 -0.90 0.05
H 3.026150 0.221916 1.708766 0.48 -2.70 5.63 -0.03
O 3.016716 0.545104 0.895821 -0.39 3.95 -4.44 0.03
```
Forces are in eV/Å.

Calculated values
ΔE to the lowest compared entry with this formula, charge and spin = 81.9 kcal/mol
total charge = 0
calculated total energy = -33768.27594 eV
largest force on an atom = 6.3 eV Å⁻¹
E_HOMO = -9.80 eV

---

A cluster of 2 separate species, C5H10O2 in total in a non-equilibrium geometry, computed with wB97M-V/def2-TZVPD.

Geometry as XYZ:
```
17
Properties=species:S:1:pos:R:3:forces:R:3:lowdin_charge:R:1
C 1.635272 -1.113650 -1.557558 -0.44 0.11 -0.65 -0.15
C 1.059548 -0.077907 -0.642004 -0.30 -0.13 -0.17 -0.16
C -0.258085 0.102028 -0.384099 -0.21 1.14 0.77 -0.45
O -1.222739 -0.630310 -1.076667 0.31 -0.76 0.26 -0.02
C -0.763782 1.085991 0.582335 -0.10 -0.63 -1.08 -0.29
C -0.294215 2.417275 0.580414 -0.29 0.18 0.46 -0.16
H 1.455526 -2.147170 -1.235043 0.24 0.04 0.22 0.06
H 2.689697 -0.957547 -1.761383 0.34 -0.08 0.34 0.04
H 1.189355 -1.080982 -2.555750 -0.27 0.09 -0.11 0.05
H 1.680566 0.572527 -0.047978 0.38 -0.09 0.01 0.07
H -1.945252 -0.764063 -0.449417 -0.17 0.18 -0.18 0.07
H -1.690932 0.769779 1.091416 0.12 0.35 -0.06 0.06
H 0.005220 2.902979 -0.350274 0.31 -0.25 0.05 -0.01
H -0.677772 3.117227 1.322232 -0.01 -0.10 0.02 -0.03
H -0.767440 -0.959621 1.530513 -0.16 -0.31 0.28 0.00
H -0.882288 -1.549922 2.922715 -0.05 0.01 0.02 0.02
O -1.212679 -1.686632 2.030549 0.30 0.26 -0.19 -0.10
```
Forces are in eV/Å.

Calculated values
ΔE to the lowest compared entry with this formula, charge and spin = 16.4 kcal/mol
⟨S²⟩ = 0.76
total charge = -1
calculated total energy = -9439.81926 eV
largest force on an atom = 1.4 eV Å⁻¹
E_HOMO (spin up / spin down) = 0.01 / -2.91 eV
multiplicity = 2

---

A structure of composition C20H15Cl5N6O5SSn in a non-equilibrium geometry, computed with wB97M-V/def2-TZVPD.

Geometry as XYZ:
```
53
Properties=species:S:1:pos:R:3:forces:R:3:lowdin_charge:R:1
Sn 0.733662 0.346196 -0.469389 -2.57 0.97 -0.86 1.21
C 0.904906 -1.348416 3.725245 0.04 1.11 -0.05 0.04
C 0.509419 -1.252316 2.291278 2.35 0.47 -1.55 -0.19
N 1.394887 -0.933948 1.347354 0.15 0.44 1.70 -0.02
N 2.677197 -0.639487 1.822594 1.06 -0.69 1.20 -0.01
C 3.482217 0.308472 1.292151 -0.48 -0.74 -0.02 -0.70
N 4.629384 0.601473 1.912248 -1.64 -1.12 -0.23 0.19
S 3.053121 1.010767 -0.229959 0.77 0.38 0.08 0.79
C -0.789993 -1.460618 1.734270 -2.99 -1.10 -0.51 -0.20
C -1.841160 -2.094939 2.468362 2.70 0.65 0.63 0.04
C -3.076111 -2.263679 1.939369 -0.61 0.24 -2.55 0.02
C -3.290582 -1.709337 0.636134 -1.43 -0.95 1.86 0.03
C -2.258328 -1.084294 -0.035065 0.81 -0.15 0.12 -0.09
N -0.994883 -1.074827 0.446700 -0.34 1.14 0.50 0.05
H 0.189503 -1.873915 4.328487 -0.31 -0.21 0.18 0.08
H 0.963036 -0.278403 4.131682 0.19 -1.37 -0.51 0.16
H 1.866611 -1.871432 3.796650 -0.33 0.24 0.39 0.09
H 3.080691 -1.260448 2.575784 -0.81 1.08 -1.20 0.18
H 4.924973 0.085610 2.748034 0.00 0.61 -0.53 0.16
H 5.163373 1.345146 1.529597 0.82 0.51 -0.08 0.12
H -1.590277 -2.471627 3.458777 -0.23 0.09 -0.20 0.13
H -3.829727 -2.874048 2.426483 -0.05 0.39 0.03 0.14
H -4.338479 -1.795089 0.273452 1.12 0.36 -0.23 0.15
H -2.425608 -0.558755 -0.962955 0.05 -0.18 -0.22 0.11
C 1.939260 -3.347987 -1.904555 0.76 0.23 0.67 0.02
C 1.162338 -2.367335 -2.662696 -0.57 0.90 -0.55 -0.32
N 0.754457 -1.138223 -2.286426 0.80 -0.16 0.47 0.06
C 0.189592 -0.546394 -3.386166 -0.60 -0.34 -1.07 -0.10
C 0.147128 -1.467927 -4.455923 0.45 2.12 2.55 -0.02
N 0.767853 -2.566069 -3.922896 -0.04 0.25 -0.27 0.21
C -0.265089 -1.377260 -5.867080 -1.30 0.27 -2.36 -0.41
O -0.950444 -0.268604 -6.301736 1.38 -1.76 0.49 0.14
O -0.055111 -2.318160 -6.609161 -0.10 1.05 1.27 0.15
C -0.273530 0.870462 -3.243782 -2.13 1.07 -1.87 -0.49
O -1.041398 1.384710 -4.080044 2.07 -1.15 1.57 0.10
O 0.111434 1.506449 -2.161814 0.54 -1.29 1.08 -0.11
H 1.479147 -3.333821 -0.907456 0.25 -0.75 -0.09 0.08
H 3.006972 -3.000311 -1.761980 -1.09 -0.47 -0.39 0.12
H 1.903129 -4.320333 -2.434702 0.12 0.44 0.77 0.11
H 0.908182 -3.404237 -4.449550 0.17 -0.52 -0.44 0.19
H -0.904593 0.503807 -5.706230 -0.19 -0.14 0.49 0.08
Cl -2.846510 6.368326 3.094747 0.28 0.28 0.42 0.75
C -2.069596 5.079590 2.323405 1.10 -1.50 -1.19 -0.72
C -2.813105 4.300186 1.405911 -0.13 -0.03 -0.02 -0.67
Cl -4.457380 4.734605 1.100520 0.24 -0.18 0.07 0.71
C -2.290311 3.177432 0.723617 1.22 0.63 1.12 -0.60
Cl -3.306963 2.150718 -0.204264 0.21 -0.06 -0.01 0.75
C -0.918685 2.865863 0.922234 -0.35 1.45 0.20 -0.41
O -0.436647 1.675569 0.603539 0.94 -2.29 -0.48 -0.28
C -0.084148 3.813200 1.602836 -2.42 -0.20 0.89 -0.63
Cl 1.575113 3.528401 1.542473 1.05 -0.03 0.27 0.74
C -0.659841 4.797626 2.451338 -1.25 0.10 -1.69 -0.68
Cl 0.290914 5.847629 3.388557 0.28 -0.06 0.16 0.74
```
Forces are in eV/Å.

Calculated values
total charge = +2
calculated total energy = -119426.02417 eV
largest force on an atom = 3.3 eV Å⁻¹
E_HOMO = -12.81 eV